7
Properties=species:S:1:pos:R:3:forces:R:3 method="wB97M-V/def2-TZVPD" fmax_ev_per_a=3.66 energy_ev=-17952.59640 homo_lumo_gap_ev=6.02 total_charge=-1
C 1.163980 -0.163851 -0.683085 -2.31 0.25 0.04
O 1.060908 0.061475 -1.926239 0.89 -0.22 0.79
H 1.463350 -1.118424 -0.186482 1.01 -0.67 -0.66
N -1.999967 -0.360719 -0.082658 -1.90 2.25 2.17
N -2.471890 0.362651 0.628719 1.21 -2.38 -2.29
C 0.442761 0.256583 0.404747 1.00 0.67 -0.03
S 0.340858 0.962286 1.844997 0.11 0.09 -0.02